The following is a quantum chemistry calculation of the ion C7H11N4O with charge +1 at a distorted geometry, from OMol25.

Output
Frontier orbital gap (spin up / spin down) in eV: 8.18 / 8.18
Energy above the lowest of the compared OMol25 structures with the same formula, charge and spin in kJ/mol: 500.1
E_HOMO (spin up / spin down) in eV: -13.2 / -13.2
Structure (SMILES): CCN(C)/N=C(/C#N)[N+](C)=C=O
Calculated total energy in Ha: -567.18969

```
! RIJCOSX wB97M-V def2-TZVPD def2/J DEFGRID3
* xyz 1 1
C 1.09 -1.28 2.56
C 0.66 0.08 2.33
N 0.21 0.35 0.90
C -0.08 1.79 0.63
N 0.21 -0.73 0.20
C -0.02 -0.91 -1.04
C 0.03 -2.24 -1.57
N -0.08 -3.28 -2.03
N -0.48 0.20 -1.91
C -1.74 0.18 -2.67
C 0.53 0.88 -2.17
O 1.53 1.47 -2.25
H 1.20 -1.29 3.60
H 0.32 -2.07 2.48
H 2.00 -1.55 2.14
H 1.44 0.79 2.44
H -0.22 0.36 2.95
H -0.77 1.88 -0.19
H -0.59 2.20 1.62
H 0.81 2.47 0.52
H -1.69 0.71 -3.55
H -1.95 -0.81 -2.89
H -2.44 0.80 -2.10
*
```